# 1
{"formula": "C2H3N2O4S", "method": "the ωB97M-V functional and the def2-TZVPD basis", "elements": ["C", "C", "N", "N", "O", "O", "O", "O", "S", "H", "H", "H"], "xyz": [[-1.335, 0.747, 0.357], [-0.786, -0.509, -0.507], [-0.892, 1.874, 0.200], [0.375, -0.225, -1.044], [1.632, -2.013, -0.160], [2.709, 0.205, -0.286], [0.990, -0.341, 1.426], [0.040, 2.383, -0.353], [1.556, -0.576, 0.114], [-1.930, 0.325, 1.139], [-0.844, -1.175, 0.335], [-1.516, -0.695, -1.220]], "mulliken_charge": [-0.0994, -0.4312, 0.1140, -0.4604, -0.6737, -0.6522, -0.6382, -0.4682, 1.1711, 0.3158, 0.3684, 0.4541], "e_lumo_ev": 2.28, "total_charge": -1, "e_homo_ev": -4.66, "total_energy_ev": -24124.4343}

=====

# 2
{"formula": "C4H5NO", "method": "the ωB97M-V functional and the def2-TZVPD basis", "elements": ["C", "C", "C", "C", "N", "O", "H", "H", "H", "H", "H"], "xyz": [[-0.346, 0.195, 0.118], [0.511, -1.636, 1.277], [-0.576, -0.918, 0.910], [0.093, 1.594, -1.273], [-1.044, 0.905, -0.625], [1.132, 0.871, -0.714], [0.183, -2.608, 1.601], [1.446, -1.295, 1.049], [-1.564, -1.247, 0.929], [0.077, 1.601, -2.383], [0.087, 2.538, -0.889]], "mulliken_charge": [0.5027, -0.6452, -0.2132, -0.0945, -0.5371, -0.5169, 0.2409, 0.3701, 0.4035, 0.2386, 0.2511], "e_lumo_ev": 0.07, "e_homo_ev": -9.79, "total_energy_ev": -7762.2696}

=====

# 3
{"formula": "C9H14", "method": "the ωB97M-V functional and the def2-TZVPD basis", "elements": ["C", "C", "C", "C", "C", "C", "C", "H", "H", "H", "H", "H", "H", "H", "H", "C", "C", "H", "H", "H", "H", "H", "H"], "xyz": [[-1.375, -0.236, -1.586], [-0.776, 0.642, -0.507], [0.596, 0.751, -0.349], [1.094, 1.565, 0.674], [0.232, 2.226, 1.523], [-1.138, 2.146, 1.344], [-1.641, 1.333, 0.337], [-2.399, 0.074, -1.799], [-1.354, -1.279, -1.288], [-0.885, -0.146, -2.552], [1.315, 0.412, -1.076], [2.144, 1.563, 0.907], [0.626, 2.690, 2.421], [-1.820, 2.649, 2.022], [-2.712, 1.269, 0.147], [1.224, -2.459, -0.136], [1.328, -3.913, -0.660], [1.888, -2.233, 0.691], [1.549, -1.855, -0.979], [0.178, -2.274, 0.072], [0.612, -3.980, -1.478], [2.304, -4.121, -1.084], [0.940, -4.595, 0.092]], "mulliken_charge": [-1.3772, 0.7429, -0.2950, -0.5800, -0.4004, -0.4832, -0.4007, 0.4243, 0.2096, 0.3344, 0.4451, 0.3718, 0.3416, 0.3514, 0.3060, -0.5676, -1.0531, 0.3470, 0.1624, 0.1906, 0.2825, 0.3289, 0.3184], "e_lumo_ev": 1.02, "e_homo_ev": -9.08, "total_energy_ev": -9559.7627, "smiles": "Cc1ccccc1.CC"}

=====

# 4
{"formula": "C11H24N3O3Ta", "method": "the ωB97M-V functional and the def2-TZVPD basis", "elements": ["C", "C", "C", "C", "C", "Ta", "N", "N", "C", "C", "C", "C", "O", "C", "N", "C", "O", "O", "H", "H", "H", "H", "H", "H", "H", "H", "H", "H", "H", "H", "H", "H", "H", "H", "H", "H", "H", "H", "H", "H", "H", "H"], "xyz": [[-2.775, -1.518, 3.129], [-2.389, -2.800, 2.250], [-2.742, -2.539, 0.679], [-1.542, -3.024, -0.275], [-0.942, -1.889, -1.237], [1.023, -0.904, -0.532], [2.185, -1.890, -2.145], [0.737, 0.784, -1.920], [0.731, 2.089, -1.196], [1.191, 3.320, -2.165], [1.436, 4.574, -1.174], [2.936, 4.516, -0.561], [1.549, -2.501, 0.798], [1.315, -2.211, 2.160], [1.304, -1.972, 3.335], [-0.023, 0.330, 1.140], [0.557, 0.900, 2.125], [-1.410, 0.469, 0.993], [-3.719, -1.062, 2.669], [-3.065, -1.815, 4.209], [-1.977, -0.707, 3.156], [-1.302, -3.113, 2.408], [-3.023, -3.683, 2.644], [-3.096, -1.474, 0.499], [-3.660, -3.216, 0.474], [-0.784, -3.568, 0.376], [-1.996, -3.834, -0.969], [-0.740, -2.393, -2.263], [-1.746, -1.089, -1.461], [2.638, -0.080, -0.049], [1.568, -1.836, -2.969], [2.263, -2.879, -1.829], [-0.171, 0.635, -2.405], [1.549, 2.028, -0.393], [-0.287, 2.340, -0.739], [0.419, 3.538, -2.979], [2.174, 2.959, -2.653], [0.732, 4.409, -0.278], [1.200, 5.587, -1.650], [3.718, 4.334, -1.389], [3.038, 3.671, 0.201], [3.123, 5.513, -0.013]], "mulliken_charge": [-0.9817, -0.2431, -0.6414, -0.3640, -1.3535, 1.2960, -0.8607, -0.6803, -0.3813, -0.5754, -0.4109, -0.9472, -0.6638, 0.5521, -0.5681, 0.2328, -0.6273, -0.6145, 0.2497, 0.3372, 0.1368, 0.1158, 0.3039, 0.3161, 0.3432, 0.2973, 0.2650, 0.3051, 0.3157, -0.1923, 0.2539, 0.2288, 0.2423, 0.1741, 0.2560, 0.2888, 0.2193, 0.2576, 0.3150, 0.2445, 0.2671, 0.2917], "e_lumo_ev": 5.42, "total_charge": -2, "e_homo_ev": -0.28, "total_energy_ev": -23955.5519}

=====

# 5
{"formula": "H25O13", "method": "the ωB97M-V functional and the def2-TZVPD basis", "elements": ["O", "H", "H", "O", "H", "H", "O", "H", "O", "H", "H", "O", "H", "H", "O", "H", "H", "O", "H", "H", "O", "H", "H", "O", "H", "H", "O", "H", "H", "O", "H", "H", "O", "H", "H", "O", "H", "H"], "xyz": [[-1.626, -0.968, 0.172], [0.633, -3.675, 0.403], [2.016, 2.015, 1.299], [-0.262, 0.579, -4.711], [-0.400, -0.366, -4.631], [-0.215, -2.356, 0.337], [1.581, 2.845, 1.145], [1.722, 3.250, 0.297], [-1.375, 2.005, 2.907], [-0.449, 1.905, 2.661], [-1.796, 1.157, 2.621], [4.026, -1.529, 1.480], [-1.085, -0.155, 0.137], [3.256, -1.837, 0.973], [-2.280, -3.366, -1.449], [-1.820, -3.343, -0.606], [-2.834, -2.578, -1.406], [2.776, 1.212, -0.331], [3.309, 0.396, -0.327], [1.478, -1.507, 2.164], [0.679, -2.734, 0.205], [3.544, -0.897, 2.045], [-0.445, -1.638, -2.425], [0.959, -0.709, 2.081], [3.063, 1.437, -1.232], [-0.244, 0.981, -3.828], [-2.699, 3.520, 0.555], [-1.874, 3.145, 0.210], [-2.510, 3.206, 1.461], [-1.456, -0.587, 2.558], [-1.615, -1.174, 3.306], [-0.013, -0.634, 2.419], [0.250, -1.215, -3.000], [0.666, -1.207, -2.100], [-1.750, -0.716, 1.381], [-0.800, 2.078, -2.491], [-1.733, 1.854, -2.635], [-0.680, 1.606, -1.645]], "mulliken_charge": [-0.8180, 0.2654, 0.3552, -0.6655, 0.3154, 0.3219, -0.6085, 0.2589, -0.7346, 0.3025, 0.4195, -0.6665, 0.1435, 0.3126, -0.6408, 0.3041, 0.3202, -0.5101, 0.2657, 0.1995, -0.5345, 0.3465, 0.3999, -0.6197, 0.2646, 0.4449, -0.6616, 0.2891, 0.3840, -0.8653, 0.1709, 0.3146, -0.6847, 0.2561, 0.4069, -0.7330, 0.3537, 0.3273], "e_lumo_ev": 2.60, "total_charge": -1, "e_homo_ev": -6.73, "total_energy_ev": -27024.4056}

=====

# 6
{"formula": "C47H60BaI2O8Se", "method": "the ωB97M-V functional and the def2-TZVPD basis", "elements": ["Ba", "C", "O", "C", "C", "C", "C", "C", "C", "C", "C", "C", "C", "C", "C", "C", "C", "C", "C", "C", "C", "C", "C", "C", "C", "C", "C", "C", "C", "C", "C", "C", "C", "O", "C", "C", "C", "C", "C", "O", "C", "C", "C", "C", "C", "C", "O", "C", "C", "C", "C", "H", "H", "H", "H", "H", "H", "H", "H", "H", "H", "H", "H", "H", "H", "H", "H", "H", "H", "H", "H", "H", "H", "H", "H", "H", "H", "H", "H", "H", "H", "H", "H", "H", "H", "H", "H", "H", "H", "H", "H", "H", "H", "H", "H", "H", "H", "H", "H", "H", "H", "H", "H", "H", "H", "H", "H", "H", "H", "I", "C", "I", "H", "H", "O", "Se", "O", "O", "O"], "xyz": [[1.521, 1.950, -1.955], [1.412, 4.507, 0.370], [1.066, 3.169, 0.041], [0.303, 2.512, 0.989], [0.934, 1.659, 1.895], [2.440, 1.517, 1.926], [3.022, 0.229, 1.374], [4.137, -0.331, 1.979], [4.820, -1.420, 1.439], [4.294, -1.963, 0.266], [3.177, -1.443, -0.361], [2.655, -2.066, -1.643], [1.148, -2.065, -1.732], [0.445, -2.984, -0.962], [-0.942, -3.038, -0.966], [-1.617, -2.118, -1.758], [-0.953, -1.186, -2.545], [-1.774, -0.206, -3.363], [-2.608, 0.704, -2.493], [-3.988, 0.659, -2.439], [-4.737, 1.537, -1.647], [-4.022, 2.450, -0.871], [-2.640, 2.521, -0.907], [-1.830, 3.461, -0.046], [-1.083, 2.654, 0.998], [-1.816, 1.973, 1.961], [-1.218, 1.146, 2.905], [0.161, 0.988, 2.836], [-2.081, 0.486, 3.979], [-3.105, -0.454, 3.329], [-2.826, 1.579, 4.765], [-1.249, -0.324, 4.975], [-1.885, 1.680, -1.761], [-0.607, 1.797, -1.875], [-6.261, 1.500, -1.702], [-6.725, 1.789, -3.140], [-6.904, 2.549, -0.790], [-6.785, 0.121, -1.275], [0.443, -1.174, -2.537], [1.140, -0.226, -3.272], [1.221, -0.481, -4.665], [-1.731, -4.070, -0.163], [-2.600, -4.896, -1.126], [-0.821, -5.036, 0.601], [-2.628, -3.353, 0.855], [2.545, -0.267, 0.134], [1.625, 0.341, -0.531], [6.141, -1.943, 2.002], [6.061, -3.453, 2.270], [6.529, -1.251, 3.311], [7.254, -1.668, 0.976], [0.527, 5.146, 0.452], [2.042, 4.868, -0.442], [1.977, 4.551, 1.307], [2.773, 1.628, 2.962], [2.878, 2.340, 1.352], [4.486, 0.125, 2.900], [4.780, -2.821, -0.193], [3.005, -3.101, -1.688], [3.072, -1.545, -2.509], [1.030, -3.645, -0.334], [-2.702, -2.091, -1.762], [-2.417, -0.757, -4.056], [-1.101, 0.437, -3.931], [-4.503, -0.085, -3.043], [-4.546, 3.136, -0.211], [-2.474, 4.198, 0.439], [-1.114, 3.971, -0.692], [-2.895, 2.089, 1.940], [0.677, 0.326, 3.522], [-3.683, 0.061, 2.560], [-3.795, -0.849, 4.081], [-2.597, -1.293, 2.851], [-3.518, 2.123, 4.121], [-2.115, 2.298, 5.176], [-3.396, 1.139, 5.589], [-0.730, -1.145, 4.478], [-1.903, -0.749, 5.741], [-0.507, 0.307, 5.470], [-6.327, 2.751, -3.471], [-7.818, 1.823, -3.200], [-6.368, 1.023, -3.829], [-6.593, 3.557, -1.072], [-6.637, 2.380, 0.255], [-7.992, 2.491, -0.877], [-6.366, -0.670, -1.898], [-7.877, 0.080, -1.360], [-6.510, -0.084, -0.238], [0.335, -1.009, -5.025], [2.109, -1.079, -4.900], [1.298, 0.484, -5.167], [-1.970, -5.371, -1.881], [-3.325, -4.264, -1.640], [-3.143, -5.676, -0.583], [-0.167, -5.581, -0.081], [-1.431, -5.762, 1.143], [-0.204, -4.501, 1.325], [-3.312, -2.659, 0.364], [-2.009, -2.777, 1.545], [-3.215, -4.075, 1.430], [5.304, -3.665, 3.029], [7.025, -3.832, 2.626], [5.794, -4.002, 1.366], [5.766, -1.401, 4.078], [6.670, -0.181, 3.154], [7.472, -1.664, 3.681], [7.045, -2.173, 0.032], [8.229, -2.007, 1.347], [7.309, -0.597, 0.779], [6.186, 2.161, -0.074], [6.021, 2.142, -2.186], [4.596, 0.749, -2.909], [6.991, 1.861, -2.579], [5.694, 3.118, -2.528], [3.320, 3.408, -1.777], [3.023, 3.964, -3.305], [2.313, 5.405, -3.191], [2.033, 2.859, -3.991], [4.423, 4.047, -4.125]], "mulliken_charge": [2.9078, -1.1714, 0.1281, 0.4146, -0.7010, -1.0663, -0.3990, -0.2565, 0.1597, -0.5371, 0.0851, -0.9955, -0.2345, -0.1624, -0.2670, -0.6051, 0.4584, -1.1688, 0.4806, -0.8345, -0.1392, -0.4803, 0.3722, -1.4096, 0.5069, -0.5729, -0.0537, -0.0889, 2.3783, -1.0140, -1.8419, -2.2132, -0.6904, -1.1288, 2.2628, -1.7137, -2.1427, -1.6639, 0.5636, 0.1485, -1.1986, 2.4593, -1.8788, -2.3423, -2.0417, 0.2691, -1.1436, 2.0796, -1.7843, -2.1113, -1.4078, 0.2425, 0.2523, 0.2533, 0.4719, 0.2737, 0.4012, 0.3681, 0.4759, 0.0535, 0.5684, 0.5644, 0.5143, 0.1676, 0.3872, 0.3962, 0.5165, 0.2594, 0.5075, 0.6157, 0.3312, 0.5000, -0.0762, 0.3110, 0.3617, 0.4819, 0.3418, 0.4654, 0.3990, 0.3404, 0.4618, 0.3228, 0.3928, 0.3743, 0.4490, 0.3076, 0.4496, 0.3043, 0.4211, 0.2022, 0.2055, 0.3930, 0.3058, 0.4642, 0.4495, 0.4423, 0.3751, 0.2936, 0.3323, 0.5054, 0.3565, 0.4655, 0.2996, 0.4147, 0.3561, 0.4483, 0.2962, 0.4621, 0.1272, -0.0320, -0.7340, 0.3433, 0.5126, 0.2278, -0.7456, 1.3836, -0.8554, -0.9047, -0.8335], "e_lumo_ev": 3.77, "total_charge": -2, "e_homo_ev": -1.99, "total_energy_ev": -148335.8671}

=====

Number 1: HOMO-LUMO gap 6.94 eV. Number 2: HOMO-LUMO gap 9.85 eV. Number 3: HOMO-LUMO gap 10.09 eV. Number 4: HOMO-LUMO gap 5.70 eV. Number 5: HOMO-LUMO gap 9.33 eV. Number 6: HOMO-LUMO gap 5.76 eV.